79
Properties=species:S:1:pos:R:3 method="wB97M-V/def2-TZVPD" e_homo_ha="-0.5520 / -0.6076" relative_energy_ev=1.254 total_charge=+3 spin_multiplicity=5 energy_ha=-2907.08330 homo_lumo_gap_ev="7.417 / 5.024" e_lumo_ha="-0.2794 / -0.4230"
Rh -0.21 0.79 -0.94
P 1.74 0.67 0.11
P 0.56 1.93 -2.62
P -0.11 -3.51 1.90
H -1.69 -4.22 -4.67
C -2.11 -4.43 -3.66
C -3.06 -3.65 -3.09
H -3.46 -2.78 -3.64
C 2.83 -0.67 -0.47
C 2.80 2.18 0.13
C 1.69 0.42 1.91
C -0.81 1.95 -3.83
C 0.92 3.69 -2.31
C 2.03 1.27 -3.47
C -1.22 -4.89 1.49
C -0.78 -2.09 2.78
C 1.58 -3.80 2.40
H -1.72 -5.28 -3.13
H -3.44 -3.87 -2.08
H 3.85 -0.53 -0.08
H 2.87 -0.67 -1.57
H 2.44 -1.63 -0.13
H 3.54 2.08 0.93
H 2.20 3.07 0.33
H 3.33 2.32 -0.81
H 2.59 0.86 2.39
H 1.69 -0.64 2.18
H 0.82 0.93 2.35
H -0.86 2.95 -4.28
H -1.73 1.71 -3.26
H -0.65 1.17 -4.60
H 2.01 3.86 -2.34
H 0.52 4.00 -1.32
H 0.43 4.28 -3.10
H 2.08 1.73 -4.47
H 1.94 0.17 -3.56
H 2.94 1.53 -2.89
H -0.88 -5.76 2.07
H -1.14 -5.10 0.41
H -2.27 -4.66 1.74
H -0.52 -2.18 3.85
H -1.86 -2.01 2.72
H -0.38 -1.14 2.43
H 1.66 -4.74 2.94
H 1.94 -2.95 3.00
H 2.15 -3.85 1.46
C -0.43 -1.79 -2.31
C 0.71 -2.50 -2.78
C 1.02 -2.45 -4.13
C 0.10 -1.93 -5.07
C -1.14 -1.46 -4.63
C -1.40 -1.41 -3.26
S -0.69 -1.56 -0.63
H 0.22 -2.96 0.59
H 1.31 -3.08 -2.07
H 1.96 -2.90 -4.48
H 0.36 -1.98 -6.14
H -1.93 -1.17 -5.34
H -2.40 -1.18 -2.89
C 0.70 4.27 2.52
N 0.00 3.24 3.26
C 0.54 2.83 4.56
C -1.06 2.59 2.67
S -1.29 2.47 0.98
N -2.04 2.21 3.55
C -2.46 3.26 4.49
C -3.13 1.35 3.10
H 0.99 5.11 3.19
H 0.05 4.64 1.73
H 1.60 3.84 2.09
H 0.64 3.68 5.26
H -0.10 2.05 5.00
H 1.54 2.40 4.38
H -3.35 3.78 4.12
H -2.68 2.81 5.45
H -1.65 3.98 4.58
H -3.77 1.83 2.35
H -2.76 0.42 2.68
H -3.74 1.10 3.99